This record from the Open Molecules 2025 dataset describes C45H76BeCaClF2NNaO16Si2 as an isolated structure. The level of theory is ωB97M-V/def2-TZVPD.

Geometry as XYZ:
```
146
Properties=species:S:1:pos:R:3:forces:R:3:lowdin_charge:R:1
C -9.314 -0.046 3.128 -0.855 -0.205 0.741 -0.097
O -8.002 0.077 2.565 0.360 0.078 0.559 -0.190
C -7.044 0.306 3.594 0.025 -0.359 0.261 -0.268
C -5.568 -0.003 3.077 -1.626 1.768 -0.882 -0.195
C -5.004 1.335 2.416 1.022 -1.379 0.562 -0.184
C -3.408 1.264 2.342 -1.211 1.129 -0.893 -0.205
C -2.944 2.093 1.057 0.622 -0.005 0.337 -0.206
C -1.564 1.583 0.492 -0.031 0.521 0.230 -0.198
C -0.375 1.808 1.520 -0.071 -0.556 0.044 -0.203
C 0.280 0.461 2.039 0.401 0.638 -0.246 -0.207
C 1.471 -0.056 1.107 -0.747 -0.206 0.197 -0.190
C 2.739 -0.508 1.955 0.231 -0.365 -1.076 -0.183
C 4.087 -0.298 1.124 -0.762 -1.135 -0.131 -0.109
C 4.186 -1.553 0.141 -0.862 1.243 -0.280 -0.282
C 4.606 -1.081 -1.281 -0.466 0.498 -0.743 -0.092
C 4.378 -2.173 -2.376 -0.056 0.187 0.364 -0.672
O 4.114 -3.311 -2.176 0.119 0.669 -0.054 0.107
Cl 4.500 -1.592 -4.125 0.185 -0.237 1.048 0.776
O 4.952 -2.664 0.684 1.351 0.135 -1.159 0.007
C 6.290 -2.719 0.252 0.154 -0.927 -0.292 -0.386
O 7.096 -1.848 0.441 -0.840 -0.263 -0.301 0.145
C 6.703 -4.042 -0.517 -0.411 -0.870 -0.080 -0.070
C 7.271 -3.954 -1.884 -0.492 -2.350 2.071 -0.059
C 7.571 -5.221 -2.555 -0.844 0.822 1.567 -0.048
C 7.319 -6.513 -1.905 -0.253 1.592 0.641 -0.038
C 6.785 -6.594 -0.549 0.580 2.710 -1.636 -0.008
C 6.466 -5.323 0.144 0.763 -0.875 -2.137 0.027
H -10.121 0.138 2.375 1.086 -0.164 0.370 0.106
H -9.473 0.692 3.965 0.208 -0.581 -0.794 0.092
H -9.460 -1.085 3.553 0.189 0.996 -0.425 0.104
H -7.344 -0.356 4.470 0.456 0.561 -0.505 0.102
H -7.110 1.391 3.905 0.100 -1.050 0.011 0.123
H -4.879 -0.333 3.929 -0.645 0.256 -1.706 -0.081
H -5.640 -0.779 2.273 0.378 0.240 1.099 0.143
H -5.433 1.371 1.380 0.264 0.174 1.095 0.128
H -5.325 2.211 3.036 0.191 -0.652 -0.766 0.112
H -3.081 0.188 2.286 -0.124 1.027 0.041 0.105
H -3.024 1.793 3.258 -0.025 -0.855 -0.692 0.101
H -3.743 2.067 0.264 0.817 -0.191 0.747 0.110
H -2.839 3.177 1.357 -0.137 -1.058 -0.304 0.122
H -1.686 0.491 0.254 0.298 0.974 0.025 0.113
H -1.308 2.153 -0.445 -0.482 -0.772 0.769 0.117
H -0.755 2.382 2.410 0.335 -0.393 -0.833 0.097
H 0.431 2.419 1.030 -0.783 -0.462 0.568 0.109
H -0.532 -0.318 2.131 0.895 0.666 0.033 0.096
H 0.725 0.657 3.052 -0.559 -0.252 -0.795 0.094
H 1.744 0.716 0.329 -0.241 -0.575 0.987 0.112
H 1.027 -0.913 0.518 0.838 0.733 0.497 0.115
H 2.631 -1.628 2.080 0.210 1.236 0.502 0.118
H 2.792 0.010 2.945 -0.160 -0.428 -0.836 0.103
H 3.974 0.630 0.497 0.438 -0.755 0.783 0.114
H 5.000 -0.290 1.768 -0.795 0.244 -0.559 0.122
H 3.123 -1.923 0.039 1.314 -0.076 0.047 0.152
H 5.633 -0.612 -1.326 -0.932 -0.671 -0.024 0.138
H 3.906 -0.238 -1.568 0.701 -0.877 0.211 0.142
H 7.437 -2.926 -2.337 0.861 -2.613 3.116 0.057
H 7.964 -5.166 -3.596 -0.273 -0.381 0.934 0.105
H 7.552 -7.426 -2.505 -0.288 0.880 0.786 0.113
H 6.617 -7.597 -0.098 0.152 1.181 -0.370 0.075
H 6.029 -5.422 1.165 0.371 0.519 -1.007 0.115
O -7.769 3.577 8.937 0.218 -0.084 -0.331 -0.284
Si -9.073 3.883 9.935 -0.587 0.325 0.377 0.372
C -10.677 3.557 9.015 0.384 -0.018 -0.111 -0.163
C -9.052 5.676 10.485 0.184 -0.251 -0.252 -0.160
C -9.060 2.809 11.467 0.392 -0.095 -0.344 -0.166
Si -7.186 4.130 7.488 -0.662 0.615 0.091 0.360
C -5.597 3.268 6.982 0.216 -0.123 0.194 -0.174
C -6.832 5.967 7.594 0.071 -0.356 0.073 -0.152
C -8.452 3.835 6.134 0.252 -0.124 0.148 -0.161
H -10.808 4.270 8.198 -0.082 -0.040 -0.002 0.023
H -11.531 3.652 9.688 0.039 -0.001 -0.003 0.039
H -10.680 2.548 8.594 -0.091 0.021 -0.010 0.033
H -8.090 5.924 10.940 -0.038 0.078 0.025 0.038
H -9.839 5.858 11.220 0.023 -0.020 -0.021 0.040
H -9.216 6.347 9.639 0.003 0.059 0.070 0.024
H -8.159 2.982 12.060 -0.036 -0.053 0.031 0.033
H -9.103 1.750 11.204 0.004 0.004 0.087 0.030
H -9.926 3.040 12.092 0.021 0.037 -0.082 0.040
H -4.808 3.428 7.720 0.006 -0.062 -0.024 0.037
H -5.248 3.662 6.023 -0.072 0.042 0.036 0.033
H -5.757 2.190 6.869 -0.079 -0.233 0.026 -0.039
H -7.756 6.531 7.734 0.040 0.003 -0.003 0.030
H -6.351 6.323 6.680 -0.008 0.032 0.014 0.038
H -6.170 6.179 8.437 -0.023 0.074 -0.040 0.042
H -9.345 4.440 6.300 0.004 -0.051 -0.040 0.030
H -8.749 2.784 6.108 -0.088 0.006 -0.042 0.023
H -8.039 4.102 5.156 -0.045 0.014 0.028 0.034
Na 6.875 -2.420 -3.703 -0.976 0.874 -2.900 0.514
C 1.712 -1.292 -9.613 -0.136 -0.334 -0.151 0.074
C 2.688 -0.912 -8.781 -0.237 1.036 -0.151 -0.217
C 3.504 -1.917 -8.032 -0.034 -0.741 0.246 -0.297
O 4.399 -1.545 -7.296 0.205 0.493 -0.090 0.063
C 3.188 -3.330 -8.208 0.279 0.244 -0.155 0.070
C 2.210 -3.709 -9.034 0.209 -0.757 0.286 -0.223
C 1.412 -2.711 -9.807 -0.235 0.611 -0.129 -0.314
O 0.540 -3.100 -10.565 0.126 -0.299 0.122 0.100
O 1.898 -5.009 -9.210 -0.161 0.774 -0.361 0.099
O 2.976 0.388 -8.585 0.319 -0.999 0.091 0.104
H 1.114 -0.579 -10.164 0.023 -0.001 0.023 0.133
H 3.774 -4.039 -7.645 -0.089 0.029 -0.006 0.113
H 1.163 -5.015 -9.852 0.044 -0.041 0.063 0.116
H 3.711 0.404 -7.942 -0.236 0.236 0.173 0.099
C 5.276 -8.807 2.125 -0.190 0.555 0.173 -0.881
O 5.043 -7.678 2.531 0.024 -0.013 0.028 0.253
O 4.968 -9.862 2.715 0.051 -0.264 -0.066 0.341
O 5.860 -9.086 1.056 0.015 -0.424 0.011 0.287
C 2.867 5.746 -2.740 -0.017 0.104 -0.211 -0.109
O 4.062 5.933 -3.481 -0.007 -0.044 0.453 -0.222
C 5.225 5.477 -2.802 0.032 -0.417 -0.604 -0.300
C 5.807 4.252 -3.496 -0.384 0.031 0.122 -0.206
N 4.954 3.081 -3.305 0.225 0.099 -0.004 -0.046
C 5.324 1.937 -4.139 -0.391 -0.060 0.060 -0.211
C 5.201 2.097 -5.661 0.008 -0.428 0.063 -0.214
O 3.872 2.232 -6.129 0.441 0.277 -0.081 -0.182
C 3.363 3.554 -6.105 -0.271 -0.283 -0.123 -0.086
H 2.061 6.255 -3.270 0.112 -0.006 -0.037 0.092
H 2.612 4.684 -2.667 -0.041 -0.007 0.153 0.078
H 2.952 6.179 -1.739 -0.014 -0.068 0.016 0.087
H 5.034 5.286 -1.741 -0.055 -0.006 -0.052 0.122
H 5.965 6.298 -2.863 -0.213 -0.661 -0.073 -0.130
H 6.799 4.044 -3.081 -0.001 -0.017 -0.023 0.123
H 5.920 4.494 -4.558 0.164 0.168 0.002 0.108
H 3.996 3.330 -3.521 0.062 -0.051 0.007 0.071
H 4.675 1.111 -3.838 -0.059 0.039 -0.214 0.062
H 6.351 1.637 -3.895 0.076 0.139 -0.041 0.111
H 5.575 1.170 -6.110 -0.037 -0.014 0.043 0.114
H 5.837 2.899 -6.054 -0.067 0.145 0.066 0.112
H 4.141 4.304 -6.273 0.034 -0.010 0.098 0.090
H 2.844 3.745 -5.163 0.047 0.199 0.038 0.073
H 2.624 3.641 -6.904 0.056 -0.069 0.007 0.093
Ca -4.474 -0.658 5.866 0.069 0.047 0.721 1.307
O 3.043 -4.859 -5.740 -0.254 -0.092 -0.187 0.098
C 2.131 -5.628 -5.578 0.268 0.176 0.404 -0.451
O 0.978 -5.584 -6.286 0.381 0.282 0.009 0.026
C 0.064 -6.565 -5.771 -0.300 -0.327 0.010 -0.151
C 0.929 -7.583 -5.059 -0.164 -0.450 -0.066 -0.173
C 2.077 -6.732 -4.545 -0.225 -0.357 -0.517 -0.099
H -0.634 -6.067 -5.093 0.072 0.029 -0.007 0.128
H -0.498 -7.007 -6.594 0.070 0.257 -0.097 0.123
H 0.403 -8.122 -4.277 0.115 0.159 0.027 0.096
H 1.308 -8.315 -5.779 -0.039 0.091 -0.051 0.120
H 1.857 -6.296 -3.565 0.082 -0.099 0.075 0.116
H 3.010 -7.288 -4.515 0.052 0.275 0.227 0.127
F 1.302 -7.789 -2.391 0.001 -0.009 0.527 -0.477
F 2.453 -0.284 -4.561 -0.121 0.162 0.238 -0.622
Be 6.531 8.001 -2.372 0.298 0.879 0.197 0.320
```
Forces are in eV/Å.

For the strongest force on any atom, the calculation gives 4.2 eV Å⁻¹. As for the spin multiplicity: 1. The calculation puts the HOMO energy at -0.314 hartree. The value obtained for the electronic energy is -5111.57230 hartree. Its total charge is +1. For the gap between HOMO and LUMO, the calculation gives 1.126 eV.